Entry 1:
DFT (ωB97M-V/def2-TZVPD) results for 12 unconnected molecules or ions with the total composition C24H72O24.

Geometry as XYZ:
```
120
Properties=species:S:1:pos:R:3:lowdin_charge:R:1
C 0.011 3.290 2.930 -0.211
C -0.762 3.555 4.199 -0.160
O -2.118 3.030 3.914 -0.111
O -0.106 1.908 2.589 -0.086
H 1.030 3.554 3.080 0.122
H -0.313 3.828 2.067 0.101
H -0.818 4.609 4.437 0.119
H -0.307 3.076 5.074 0.125
H -2.741 3.262 4.634 0.112
H -1.039 1.599 2.648 0.099
C 0.610 0.428 -4.543 -0.142
C -0.383 -0.140 -5.504 -0.264
O -1.660 0.175 -5.046 -0.078
O 0.890 -0.449 -3.360 -0.098
H 0.176 1.350 -4.147 0.115
H 1.527 0.607 -4.997 0.089
H -0.299 -1.226 -5.633 0.126
H -0.270 0.271 -6.491 0.115
H -2.295 -0.320 -5.616 0.115
H 1.801 -0.476 -3.053 0.024
C 4.888 1.097 -3.701 -0.299
C 4.645 -0.297 -3.206 -0.201
O 3.436 -0.393 -2.436 -0.101
O 3.952 1.563 -4.574 -0.021
H 5.900 1.143 -4.068 0.113
H 4.981 1.681 -2.737 0.134
H 5.460 -0.705 -2.602 0.123
H 4.514 -0.964 -4.008 0.108
H 3.573 0.192 -1.672 0.052
H 3.610 2.365 -4.149 0.078
C 1.156 -0.426 -0.010 -0.221
C 0.025 -1.386 0.337 -0.194
O -1.209 -0.719 0.494 -0.083
O 1.730 0.367 1.006 -0.080
H 0.817 0.242 -0.834 0.105
H 1.895 -1.046 -0.485 0.111
H 0.116 -1.939 1.283 0.135
H -0.059 -2.000 -0.536 0.085
H -1.655 -0.849 1.345 0.040
H 0.974 0.846 1.420 0.071
C -4.608 4.501 1.589 -0.216
C -5.080 3.086 1.634 -0.267
O -4.986 2.491 0.368 -0.071
O -3.156 4.574 1.586 -0.093
H -4.973 5.145 2.399 0.118
H -4.822 4.910 0.643 0.105
H -6.129 3.101 1.948 0.121
H -4.521 2.516 2.374 0.112
H -4.031 2.299 0.223 0.056
H -2.828 4.127 2.385 0.033
C -2.934 1.315 -1.854 -0.233
C -4.015 0.256 -1.963 -0.230
O -4.249 -0.120 -3.306 -0.045
O -2.507 1.566 -0.526 -0.087
H -3.207 2.235 -2.369 0.133
H -2.054 0.961 -2.399 0.116
H -4.924 0.636 -1.447 0.128
H -3.584 -0.566 -1.436 0.099
H -4.442 0.681 -3.764 0.073
H -2.014 0.759 -0.321 0.055
C 5.623 0.354 1.914 -0.280
C 5.701 0.948 0.542 -0.248
O 4.476 0.904 -0.153 -0.103
O 4.629 0.940 2.664 -0.051
H 6.609 0.675 2.295 0.121
H 5.512 -0.761 1.825 0.147
H 6.400 0.408 -0.071 0.112
H 6.138 2.001 0.597 0.140
H 3.707 1.159 0.417 0.086
H 4.132 0.293 3.175 0.041
C 1.796 -1.302 4.445 -0.219
C 2.406 -1.206 5.778 -0.254
O 2.777 0.135 6.143 -0.069
O 2.843 -1.074 3.463 -0.111
H 1.053 -0.420 4.368 0.147
H 1.321 -2.252 4.260 0.113
H 3.283 -1.803 5.855 0.111
H 1.732 -1.607 6.535 0.127
H 3.465 0.501 5.549 0.091
H 2.416 -0.811 2.597 0.085
C -3.239 -2.115 2.805 -0.177
C -2.505 -3.379 3.338 -0.250
O -2.145 -3.230 4.681 -0.047
O -2.459 -0.899 2.949 -0.086
H -4.161 -1.972 3.400 0.118
H -3.504 -2.152 1.728 0.132
H -1.718 -3.573 2.604 0.099
H -3.142 -4.250 3.154 0.124
H -2.979 -3.125 5.163 0.102
H -1.985 -0.927 3.767 0.074
C -2.884 -3.531 -3.182 -0.167
C -1.866 -2.501 -2.720 -0.220
O -0.582 -2.948 -3.168 -0.084
O -2.632 -4.788 -2.480 -0.076
H -2.859 -3.644 -4.281 0.128
H -3.903 -3.268 -2.918 0.118
H -1.867 -2.314 -1.664 0.087
H -2.152 -1.576 -3.190 0.091
H -0.024 -2.202 -3.481 0.068
H -1.703 -4.964 -2.602 0.035
C 2.017 3.633 -1.533 -0.233
C 0.803 3.134 -0.758 -0.164
O -0.399 3.839 -1.335 -0.085
O 1.976 3.429 -2.939 -0.073
H 2.825 2.981 -1.086 0.120
H 2.223 4.682 -1.242 0.127
H 0.886 3.550 0.242 0.099
H 0.617 2.053 -0.769 0.095
H -1.140 3.314 -1.021 0.038
H 1.006 3.417 -3.153 0.099
C 0.657 -5.046 -0.810 -0.203
C -0.522 -4.999 0.155 -0.248
O -1.463 -3.998 -0.010 -0.066
O 0.294 -5.355 -2.163 -0.088
H 1.359 -5.846 -0.570 0.115
H 1.286 -4.125 -0.826 0.125
H -0.093 -4.842 1.129 0.107
H -1.015 -5.943 0.187 0.117
H -2.038 -4.223 -0.727 0.039
H 0.393 -4.552 -2.684 0.051
```

Computed properties:
total charge: 0
strongest force on any atom: 3.5 eV Å⁻¹
SMILES string: OCCO.OCCO.OCCO.OCCO.OCCO.OCCO.OCCO.OCCO.OCCO.OCCO.OCCO.OCCO
HOMO-LUMO gap: 9.69 eV

---

Entry 2:
DFT (ωB97M-V/def2-TZVPD) results for a molecular structure, C24H73N5O10.

Geometry as XYZ:
```
112
Properties=species:S:1:pos:R:3:lowdin_charge:R:1
C -2.528 1.814 2.317 -0.097
C -2.223 3.265 2.663 -0.352
C -1.207 4.000 1.767 -0.072
O 0.078 3.385 1.827 -0.378
C 1.118 4.243 1.378 -0.038
N -3.520 3.936 2.609 0.043
H -3.229 1.628 1.504 0.066
H -2.926 1.281 3.181 0.122
H -1.580 1.321 2.099 0.073
H -1.742 3.266 3.641 0.143
H -1.155 5.038 2.096 0.148
H -1.544 3.904 0.735 0.130
H 0.968 4.630 0.370 0.128
H 2.024 3.640 1.445 0.058
H 1.175 5.144 1.988 0.123
H -3.787 3.946 1.634 0.068
H -4.242 3.369 3.030 0.074
C 1.949 -1.751 -0.296 -0.046
C 0.681 -1.216 -0.804 -0.311
C 0.654 0.350 -0.649 -0.136
O 0.813 0.694 0.740 -0.085
C 0.624 2.057 1.038 -0.324
N 0.453 -1.707 -2.182 0.021
H 1.969 -2.831 -0.444 0.021
H 1.942 -1.631 0.787 0.112
H 2.840 -1.284 -0.715 0.091
H -0.146 -1.629 -0.227 0.104
H -0.270 0.768 -1.050 0.025
H 1.399 0.721 -1.353 0.106
H 1.190 2.292 1.940 0.094
H -0.431 2.302 1.156 0.061
H 1.100 2.650 0.258 0.135
H 1.166 -1.420 -2.837 0.085
H -0.367 -1.168 -2.424 -0.056
C -0.533 -3.143 1.873 -0.060
C -1.950 -3.202 1.357 -0.350
C -2.311 -1.908 0.542 -0.187
O -1.967 -0.775 1.239 -0.103
C -2.232 0.443 0.525 -0.205
N -1.845 -4.411 0.602 0.039
H -0.569 -2.269 2.522 0.113
H 0.226 -2.991 1.105 0.052
H -0.294 -4.003 2.498 0.020
H -2.597 -3.305 2.228 0.140
H -3.343 -1.988 0.199 0.131
H -1.680 -1.816 -0.342 0.084
H -1.803 0.389 -0.475 0.053
H -1.692 1.299 0.930 0.008
H -3.310 0.599 0.492 0.122
H -1.144 -4.276 -0.112 -0.011
H -2.698 -4.469 0.065 0.074
C 1.530 -4.332 0.490 -0.154
C 1.756 -5.373 1.546 -0.355
C 1.299 -4.937 2.982 -0.179
O 2.063 -3.892 3.615 -0.149
C 3.398 -4.316 3.873 -0.133
N 1.046 -6.594 1.138 0.055
H 2.033 -3.393 0.723 0.066
H 0.469 -4.136 0.335 0.037
H 1.888 -4.717 -0.465 0.089
H 2.808 -5.611 1.703 0.123
H 1.219 -5.762 3.690 0.126
H 0.316 -4.467 2.956 0.033
H 3.932 -3.635 4.537 0.081
H 4.028 -4.300 2.984 0.072
H 3.618 -5.306 4.271 0.085
H 0.082 -6.294 1.102 0.054
H 0.975 -7.222 1.926 0.062
C -1.858 5.701 -3.143 -0.051
C -1.864 4.339 -3.864 -0.449
C -2.050 3.121 -2.969 -0.173
O -1.181 3.173 -1.818 -0.134
C -1.304 2.143 -0.858 -0.183
N -2.929 4.336 -4.843 0.027
H -1.010 5.663 -2.460 0.067
H -2.750 5.857 -2.536 0.081
H -1.753 6.475 -3.904 0.076
H -0.905 4.327 -4.381 0.130
H -1.728 2.253 -3.546 0.076
H -3.115 3.079 -2.742 0.141
H -0.452 2.166 -0.179 0.050
H -1.243 1.206 -1.411 0.026
H -2.264 2.191 -0.344 0.116
H -2.629 4.833 -5.670 0.075
H -3.085 3.413 -5.221 0.067
O 0.794 2.657 3.797 -0.009
H 0.539 3.067 2.970 -0.129
H 1.747 2.735 3.820 0.044
C 0.388 -4.103 -1.728 -0.184
O -0.613 -3.370 -1.123 -0.213
H 0.303 -4.188 -2.812 0.100
H 1.381 -3.717 -1.498 0.053
H 0.322 -5.115 -1.329 0.103
H -0.452 -2.479 -1.442 -0.026
C 3.535 1.820 1.156 -0.142
O 3.700 3.123 1.608 -0.121
H 3.482 1.750 0.069 0.090
H 4.476 1.399 1.508 0.093
H 2.725 1.241 1.599 0.087
H 3.987 3.679 0.880 0.101
C 3.263 0.116 -2.892 -0.104
O 2.044 -0.096 -3.564 -0.175
H 3.787 0.979 -3.302 0.093
H 2.933 0.301 -1.870 0.040
H 3.912 -0.745 -3.051 0.100
H 1.800 0.589 -4.191 0.107
C -0.689 0.310 -3.288 -0.062
O -1.376 -0.436 -2.260 -0.155
H 0.368 0.053 -3.353 0.057
H -1.193 -0.078 -4.172 0.128
H -0.744 1.398 -3.249 0.069
H -2.259 -0.059 -2.271 0.142
```

Computed properties:
total charge: 0
strongest force on any atom: 16.6 eV Å⁻¹
HOMO-LUMO gap: 7.72 eV